# 1
A molecular structure, C51H101N9O3S2 at a distorted geometry. Source: the Open Molecules 2025 dataset; level of theory: wB97M-V/def2-TZVPD.

## Properties
**Multiplicity**: 1
**E_HOMO**: -8.1 eV

Last column: Mulliken charge in e.
Atoms and positions in Å:
C (-3.2399, 2.4742, 1.2234)  -1.151
C (-4.6701, 2.9191, 1.0771)  0.881
N (-5.0507, 3.6439, 0.1136)  -0.703
C (-5.7250, 2.4896, 2.0755)  -1.570
C (-6.2129, 1.1033, 1.7284)  -0.311
C (-5.6894, -0.0785, 2.2035)  0.162
C (-4.6613, -0.0428, 3.3166)  0.769
N (-5.2504, 0.5695, 4.5522)  -0.643
C (-6.1311, -1.3498, 1.6888)  0.147
C (-5.3983, -2.5954, 2.1247)  -0.873
C (-3.9308, -2.6318, 1.6636)  1.165
C (-3.8020, -2.7059, 0.1382)  -1.762
O (-3.3153, -3.7477, 2.2877)  -0.542
C (-2.3568, -3.3843, 3.2615)  -0.009
C (-1.1893, -2.5917, 2.7477)  0.510
C (-0.5163, -2.9415, 1.5856)  -0.555
C (0.5373, -2.1741, 1.1321)  -0.385
C (0.9226, -1.0498, 1.8157)  -0.231
C (0.2776, -0.6919, 2.9839)  -1.143
C (-0.7860, -1.4634, 3.4430)  -0.145
C (-7.1860, -1.4207, 0.8078)  -0.099
S (-7.8736, -2.9705, 0.2368)  1.449
C (-8.3636, -3.8050, 1.7456)  -1.132
O (-6.8797, -3.7530, -0.4525)  -0.677
O (-9.0891, -2.7264, -0.4848)  -0.717
C (-7.7810, -0.2173, 0.3295)  0.771
N (-8.7737, -0.0649, -0.5449)  -0.624
S (-9.0213, 1.4867, -0.7297)  0.093
N (-7.9081, 2.0855, 0.2670)  -0.604
C (-7.2855, 1.0362, 0.7931)  1.173
H (-2.9380, 2.5312, 2.2656)  0.260
H (-3.0946, 1.4714, 0.8420)  0.267
H (-2.6280, 3.1819, 0.6803)  0.388
H (-4.2617, 3.8641, -0.4928)  0.195
H (-6.5481, 3.1713, 1.9223)  0.484
H (-5.3843, 2.5621, 3.0965)  0.658
H (-4.3259, -1.0311, 3.5752)  -0.535
H (-3.8221, 0.5693, 3.0358)  -0.092
H (-5.9012, -0.1097, 4.9357)  0.279
H (-4.5009, 0.5963, 5.2376)  0.336
H (-5.4652, -2.6795, 3.2113)  -0.232
H (-5.8431, -3.4861, 1.7160)  0.395
H (-3.4708, -1.7013, 1.9641)  -0.037
H (-4.7282, -2.9701, -0.3506)  0.342
H (-3.0862, -3.4846, -0.0896)  0.383
H (-3.3900, -1.7893, -0.2647)  0.263
H (-1.9747, -4.3185, 3.6663)  0.545
H (-2.8345, -2.8702, 4.0975)  -0.419
H (-0.8257, -3.8174, 1.0421)  0.400
H (1.0346, -2.4393, 0.2164)  0.402
H (1.7306, -0.4586, 1.4165)  0.505
H (0.5612, 0.1780, 3.5492)  0.417
H (-1.3029, -1.1845, 4.3468)  0.429
H (-7.7143, -4.6541, 1.9042)  0.348
H (-8.2994, -3.1237, 2.5802)  0.326
H (-9.3687, -4.1617, 1.5763)  0.468
C (-1.5551, 5.9602, -2.9852)  -1.382
C (-0.5068, 5.7966, -1.8951)  -0.417
N (-0.0397, 4.4301, -1.7527)  0.351
C (0.7350, 4.2106, -0.5439)  -0.942
C (2.0744, 4.9413, -0.3917)  -0.611
C (0.4755, 3.8150, -2.9624)  -0.252
C (1.6500, 4.4965, -3.6779)  -1.117
H (-2.3908, 5.2769, -2.8288)  0.266
H (-1.9432, 6.9791, -2.9719)  0.456
H (-1.1457, 5.7823, -3.9801)  0.292
H (-0.9565, 6.0922, -0.9431)  0.454
H (0.3136, 6.5071, -2.0832)  0.222
H (0.9064, 3.1357, -0.4318)  0.299
H (0.0976, 4.4881, 0.3028)  0.372
H (2.8522, 4.5054, -1.0176)  0.064
H (2.4187, 4.8633, 0.6428)  0.410
H (1.9941, 6.0033, -0.6258)  0.271
H (-0.3505, 3.7279, -3.6727)  0.440
H (0.7470, 2.7843, -2.7265)  -0.161
H (1.5121, 5.5754, -3.7586)  0.289
H (1.7383, 4.1028, -4.6926)  0.413
H (2.6002, 4.3103, -3.1792)  0.265
C (5.3189, -2.7756, -1.9359)  -1.576
C (3.9697, -2.0759, -1.9936)  -0.072
N (4.0737, -0.6561, -2.2712)  0.312
C (2.8351, 0.0652, -2.0497)  -0.091
C (1.6301, -0.2674, -2.9406)  -1.357
C (4.8085, -0.3037, -3.4730)  -1.199
C (4.3203, -0.8758, -4.8108)  -0.512
H (5.9810, -2.2854, -1.2214)  0.320
H (5.1833, -3.8103, -1.6192)  0.455
H (5.8135, -2.7963, -2.9077)  0.312
H (3.4878, -2.1862, -1.0175)  0.230
H (3.3280, -2.6035, -2.7175)  0.287
H (3.0370, 1.1373, -2.1217)  0.282
H (2.5353, -0.0992, -1.0085)  -0.094
H (1.7371, 0.1411, -3.9444)  0.321
H (0.7269, 0.1728, -2.5119)  0.455
H (1.4604, -1.3416, -3.0197)  0.364
H (5.8484, -0.6093, -3.3332)  0.462
H (4.8481, 0.7861, -3.5406)  0.371
H (4.0726, -1.9361, -4.7406)  0.239
H (5.1068, -0.7744, -5.5621)  0.308
H (3.4483, -0.3442, -5.1891)  0.213
C (4.2328, -0.2499, -8.9220)  -1.239
C (4.2811, -1.2879, -10.0316)  -0.370
N (5.3654, -2.2375, -9.8699)  0.092
C (5.5972, -3.0552, -11.0470)  -0.695
C (4.4919, -4.0232, -11.4882)  -0.971
C (5.4035, -2.9305, -8.5942)  -0.609
C (4.1719, -3.7455, -8.1753)  -1.013
H (5.1903, 0.2636, -8.8241)  0.328
H (3.4701, 0.4972, -9.1451)  0.458
H (3.9798, -0.6954, -7.9589)  0.088
H (4.4332, -0.7687, -10.9816)  0.474
H (3.2960, -1.7765, -10.1008)  0.245
H (6.5221, -3.6185, -10.8967)  0.351
H (5.8054, -2.3746, -11.8786)  0.419
H (4.4274, -4.8954, -10.8392)  0.226
H (4.7075, -4.3886, -12.4944)  0.394
H (3.5138, -3.5429, -11.5205)  0.277
H (5.5985, -2.1891, -7.8147)  0.270
H (6.2834, -3.5782, -8.5869)  0.336
H (3.2413, -3.2055, -8.3548)  0.225
H (4.2221, -3.9611, -7.1058)  0.386
H (4.1164, -4.7023, -8.6918)  0.332
C (5.8931, 3.6487, 0.4842)  -1.363
C (6.8750, 4.2961, 1.4483)  -0.377
N (6.8767, 5.7450, 1.3908)  0.102
C (7.9998, 6.3439, 2.0903)  -0.700
C (8.0939, 6.1584, 3.6103)  -0.979
C (5.5897, 6.3862, 1.5934)  -0.627
C (4.8398, 6.0974, 2.9018)  -1.058
H (6.0642, 3.9875, -0.5385)  0.332
H (6.0199, 2.5656, 0.5066)  0.487
H (4.8553, 3.8584, 0.7480)  0.151
H (7.8800, 3.9553, 1.1862)  0.475
H (6.6743, 3.9162, 2.4630)  0.244
H (8.0148, 7.4131, 1.8625)  0.357
H (8.9130, 5.9403, 1.6418)  0.422
H (7.3745, 6.7771, 4.1446)  0.226
H (9.0873, 6.4553, 3.9528)  0.397
H (7.9455, 5.1201, 3.9077)  0.276
H (4.9337, 6.1122, 0.7623)  0.320
H (5.7248, 7.4654, 1.4899)  0.341
H (4.8498, 5.0364, 3.1555)  0.233
H (3.7949, 6.3986, 2.7986)  0.397
H (5.2498, 6.6538, 3.7429)  0.341
C (-4.1910, -5.0834, 10.5407)  -1.453
C (-4.2857, -4.0195, 9.4580)  -0.291
N (-3.5668, -4.3716, 8.2478)  0.178
C (-3.4104, -3.2635, 7.3273)  -1.074
C (-4.6759, -2.6670, 6.6935)  -0.314
C (-3.9266, -5.6465, 7.6510)  -0.668
C (-5.3908, -5.8684, 7.2467)  -0.880
H (-3.1501, -5.3229, 10.7604)  0.337
H (-4.6562, -4.7178, 11.4567)  0.441
H (-4.7057, -6.0030, 10.2607)  0.298
H (-3.8446, -3.0978, 9.8470)  0.444
H (-5.3488, -3.7992, 9.2705)  0.257
H (-2.7261, -3.5676, 6.5296)  0.322
H (-2.8880, -2.4629, 7.8610)  0.427
H (-5.0889, -3.3153, 5.9203)  -0.019
H (-4.4312, -1.7135, 6.2149)  -0.002
H (-5.4526, -2.4680, 7.4319)  0.465
H (-3.6447, -6.4361, 8.3515)  0.383
H (-3.2853, -5.8064, 6.7808)  0.307
H (-6.0856, -5.5312, 8.0170)  0.244
H (-5.5697, -6.9337, 7.0905)  0.383
H (-5.6415, -5.3632, 6.3150)  0.188



# 2
A molecular structure, C32H38N3O6PtS3. Source: the Open Molecules 2025 dataset; level of theory: wB97M-V/def2-TZVPD.

## Properties
**Multiplicity**: 1
**E_HOMO**: -9.4 eV
**Total charge**: +1
**Relative energy (zero: lowest compared OMol25 entry of this formula, charge and spin)**: 3.018 eV

Last column: Mulliken charge in e.
Atoms and positions in Å:
Pt (0.2522, 0.1575, -0.1693)  2.239
O (-1.1415, -1.7691, -0.7056)  -0.718
S (-2.4272, -2.1304, -1.4101)  0.341
C (-2.4420, -1.4402, -3.1213)  -1.099
C (-1.3267, -0.4421, -3.4541)  0.456
C (-0.1483, -1.0959, -4.1755)  -1.514
C (0.6078, -2.0759, -3.2865)  0.364
S (1.9932, -1.2811, -2.4612)  0.058
O (1.5561, 0.0306, -1.7905)  -0.684
C (2.1821, -2.3840, -1.0696)  0.684
C (2.2078, -3.7599, -1.2387)  -0.532
C (2.3544, -4.5685, -0.1208)  -0.600
C (2.4821, -4.0113, 1.1445)  -0.608
C (2.4970, -2.6337, 1.2984)  -0.646
C (2.3597, -1.8109, 0.1863)  -0.751
C (-2.2742, -3.8814, -1.7447)  0.604
C (-3.2264, -4.5106, -2.5373)  -0.704
C (-3.1272, -5.8746, -2.7501)  -0.644
C (-2.0936, -6.5976, -2.1676)  -0.565
C (-1.1646, -5.9575, -1.3635)  -0.631
C (-1.2527, -4.5911, -1.1370)  -0.477
H (-3.4168, -0.9604, -3.1976)  0.571
H (-2.4327, -2.2951, -3.7973)  0.643
H (-0.9802, 0.0576, -2.5412)  -0.718
H (-1.7511, 0.3465, -4.0761)  0.545
H (0.5210, -0.3278, -4.5690)  0.448
H (-0.5092, -1.6510, -5.0430)  0.450
H (1.0989, -2.8496, -3.8811)  0.617
H (-0.0193, -2.5547, -2.5405)  -0.517
H (2.1139, -4.2108, -2.2169)  0.373
H (2.3788, -5.6426, -0.2432)  0.498
H (2.6071, -4.6518, 2.0063)  0.447
H (2.6632, -2.1848, 2.2688)  0.602
H (2.5013, -0.7399, 0.3047)  0.919
H (-4.0461, -3.9562, -2.9773)  0.438
H (-3.8610, -6.3755, -3.3655)  0.410
H (-2.0219, -7.6623, -2.3354)  0.415
H (-0.3702, -6.5249, -0.8975)  0.448
H (-0.5384, -4.0818, -0.5054)  0.565
C (-4.2558, 1.0566, 1.8307)  -0.693
C (-4.0748, 2.5649, 1.7169)  -0.866
N (-4.5691, 3.1279, 0.4678)  0.217
C (-6.0226, 3.2149, 0.2848)  -0.832
C (-6.5418, 2.2076, -0.7272)  -1.052
C (-3.8006, 3.7161, -0.4760)  0.289
O (-4.2450, 4.3534, -1.4131)  -0.613
C (-2.3042, 3.5467, -0.3881)  -0.181
C (-1.4569, 4.6462, -0.4784)  -0.401
C (-0.0898, 4.4383, -0.4858)  -1.073
C (0.3986, 3.1440, -0.4445)  -0.161
N (-0.4200, 2.0869, -0.4045)  -0.513
C (-1.7449, 2.2852, -0.3630)  0.355
H (-3.8332, 0.6960, 2.7701)  0.324
H (-3.7824, 0.5202, 1.0034)  -0.044
H (-5.3090, 0.7786, 1.8264)  0.454
H (-3.0292, 2.8506, 1.8440)  0.522
H (-4.6112, 3.0566, 2.5330)  0.410
H (-6.2623, 4.2293, -0.0342)  0.448
H (-6.4737, 3.0589, 1.2649)  0.431
H (-6.0988, 2.3921, -1.7044)  0.308
H (-7.6220, 2.2975, -0.8273)  0.396
H (-6.3164, 1.1860, -0.4208)  0.241
H (-1.8773, 5.6414, -0.5315)  0.582
H (0.6073, 5.2619, -0.5220)  0.459
H (1.4583, 2.9358, -0.4526)  0.523
H (-2.3630, 1.3982, -0.3320)  0.499
N (-0.6699, 0.1418, 1.6677)  -0.207
C (0.1784, 0.8788, 2.6383)  0.980
C (-0.3430, 1.1303, 3.8921)  -0.451
C (0.4263, 1.8483, 4.7989)  -0.626
C (1.6815, 2.3024, 4.4536)  -0.250
C (2.1991, 2.0281, 3.1934)  -1.728
C (1.4673, 1.3174, 2.2619)  0.482
S (2.6758, 3.2963, 5.5881)  1.301
O (2.8913, 4.4897, 4.7931)  -0.670
O (3.8430, 2.4584, 5.7686)  -0.662
O (1.8145, 3.4479, 6.7393)  -0.698
H (-1.6242, 0.5052, 1.6915)  -0.538
H (-0.7461, -0.8407, 1.9413)  0.519
H (-1.3339, 0.7811, 4.1607)  0.463
H (0.0611, 2.0836, 5.7895)  0.572
H (3.1849, 2.4049, 2.9564)  0.360
H (1.8680, 1.1601, 1.2409)  0.398



# 3
2 unconnected molecules or ions with the total composition C5H14N2O2 at a distorted geometry. Source: the Open Molecules 2025 dataset; level of theory: wB97M-V/def2-TZVPD.

## Properties
**Multiplicity**: 1
**E_HOMO**: -9.2 eV
**SMILES**: CCNCCNC=O.O
**Relative energy (zero: lowest compared OMol25 entry of this formula, charge and spin)**: 1.416 eV

Last column: Mulliken charge in e.
Atoms and positions in Å:
C (-2.7913, 0.3234, -0.4942)  -1.285
C (-1.7994, 0.0887, -1.6348)  -0.175
N (-0.5001, 0.8030, -1.3564)  -0.398
C (0.6446, -0.1032, -1.5704)  -0.670
C (0.9118, -1.1299, -0.4800)  -0.644
N (1.3274, -0.4573, 0.7386)  0.004
C (2.6245, -0.2057, 1.0979)  0.055
O (2.9442, 0.7472, 1.7744)  -0.631
H (-3.6790, -0.2746, -0.6896)  0.373
H (-3.0173, 1.3516, -0.2308)  0.328
H (-2.3715, -0.1509, 0.4052)  0.334
H (-2.2076, 0.5015, -2.5559)  0.347
H (-1.6192, -0.9845, -1.6899)  0.219
H (-0.5823, 0.9743, -0.3698)  0.194
H (0.4697, -0.5957, -2.5341)  0.378
H (1.4999, 0.5421, -1.7746)  0.310
H (1.6396, -1.8763, -0.8202)  0.376
H (0.0712, -1.7986, -0.2856)  0.305
H (0.6423, 0.0241, 1.3052)  0.281
H (3.2549, -1.0741, 0.8359)  0.321
O (0.6765, 0.7539, 3.4959)  -0.686
H (1.6088, 0.9289, 3.2380)  0.357
H (0.2524, 1.6123, 3.5952)  0.308



# 4
2 unconnected molecules or ions with the total composition C4H10O4 at a distorted geometry. Source: the Open Molecules 2025 dataset; level of theory: wB97M-V/def2-TZVPD.

## Properties
**Multiplicity**: 1
**E_HOMO**: -10.0 eV
**SMILES**: COCCC(=O)O.O
**Relative energy (zero: lowest compared OMol25 entry of this formula, charge and spin)**: 1.458 eV

Last column: Mulliken charge in e.
Atoms and positions in Å:
C (3.2740, -1.2177, -1.5895)  -0.654
O (2.5368, -0.0852, -1.2799)  -0.360
C (1.0737, -0.2661, -1.0935)  -0.560
C (0.3356, 0.4279, 0.0514)  -0.550
C (-1.0816, -0.1848, 0.3010)  0.702
O (-1.3930, -1.3427, 0.0002)  -0.544
O (-2.0137, 0.5986, 0.9393)  -0.459
H (4.3478, -0.9694, -1.5462)  0.239
H (3.0139, -1.4749, -2.6301)  0.296
H (3.0909, -2.0997, -0.9529)  0.303
H (0.6353, 0.1332, -2.0283)  0.225
H (0.8954, -1.3585, -1.0779)  0.377
H (0.1610, 1.4889, -0.2117)  0.289
H (0.9261, 0.4060, 0.9875)  0.338
H (-1.7137, 1.5098, 1.2069)  0.354
O (-5.0234, 1.6393, 2.8076)  -0.642
H (-4.8700, 1.4379, 3.7585)  0.318
H (-4.1949, 1.3575, 2.3576)  0.329



# 5
2 unconnected molecules or ions with the total composition CH4O3 at a distorted geometry. Source: the Open Molecules 2025 dataset; level of theory: wB97M-V/def2-TZVPD.

## Properties
**Multiplicity**: 1
**E_HOMO**: -11.3 eV
**SMILES**: O=CO.O
**Relative energy (zero: lowest compared OMol25 entry of this formula, charge and spin)**: 0.470 eV

Last column: Mulliken charge in e.
Atoms and positions in Å:
O (0.9082, -1.3196, -1.6676)  -0.474
C (-0.0150, -1.2683, -0.9161)  0.231
O (-0.8169, -0.2066, -0.7437)  -0.415
H (-0.3849, -2.0472, -0.2409)  0.326
H (-0.5520, 0.6714, -1.0436)  0.330
O (0.2068, 1.7635, 1.6674)  -0.625
H (0.9006, 1.4524, 1.0745)  0.307
H (-0.2468, 0.9546, 1.8700)  0.319



# 6
A single C18H20N2O5 molecule at a distorted geometry. Source: the Open Molecules 2025 dataset; level of theory: wB97M-V/def2-TZVPD.

## Properties
**Multiplicity**: 1
**E_HOMO**: -7.6 eV
**SMILES**: COc1ccc(N2CCN(C(=O)COC(=O)c3ccco3)CC2)cc1
**Relative energy (zero: lowest compared OMol25 entry of this formula, charge and spin)**: 2.139 eV

Last column: Mulliken charge in e.
Atoms and positions in Å:
C (2.6144, 3.9786, -5.3050)  -0.828
O (1.6222, 2.9847, -5.3431)  -0.464
C (1.5419, 2.1082, -4.2969)  0.814
C (2.3618, 2.1200, -3.1751)  -0.319
C (2.1896, 1.1780, -2.1780)  -0.690
C (1.1935, 0.2055, -2.2534)  -0.158
N (1.0937, -0.7550, -1.2408)  0.318
C (0.9652, -0.2941, 0.1273)  -0.581
C (1.4501, -1.3910, 1.0792)  -1.178
N (0.6743, -2.5874, 0.8542)  0.124
C (-0.2588, -3.1247, 1.6625)  1.005
O (-0.9098, -4.1040, 1.3559)  -0.664
C (-0.4472, -2.4673, 3.0357)  -0.930
O (-0.7593, -1.0860, 2.8866)  -0.174
C (-1.8447, -0.6139, 3.5224)  0.289
O (-2.5322, -1.2513, 4.2785)  -0.628
C (-2.0787, 0.7896, 3.1775)  0.228
C (-3.0453, 1.6531, 3.6346)  -0.313
C (-2.8214, 2.8748, 2.9702)  -0.590
C (-1.7417, 2.6666, 2.1606)  -0.308
O (-1.2873, 1.4174, 2.2779)  -0.134
C (0.7810, -3.0467, -0.5152)  -1.329
C (0.3069, -1.9469, -1.4715)  -0.702
C (0.3738, 0.2053, -3.3841)  -0.147
C (0.5496, 1.1348, -4.3870)  -0.855
H (2.4836, 4.6472, -4.4471)  0.327
H (3.6197, 3.5448, -5.2762)  0.332
H (2.4966, 4.5492, -6.2250)  0.239
H (3.1480, 2.8508, -3.0668)  0.371
H (2.8588, 1.1947, -1.3309)  0.455
H (1.5557, 0.6089, 0.2728)  0.454
H (-0.0847, -0.0630, 0.3716)  0.313
H (1.3643, -1.0506, 2.1070)  0.524
H (2.4986, -1.6222, 0.8582)  0.361
H (0.4641, -2.5638, 3.6365)  0.340
H (-1.2718, -2.9751, 3.5464)  0.471
H (-3.8058, 1.4221, 4.3511)  0.536
H (-3.3821, 3.7802, 3.0762)  0.449
H (-1.2272, 3.3136, 1.4769)  0.473
H (0.1663, -3.9410, -0.6233)  0.446
H (1.8271, -3.2892, -0.7253)  0.343
H (0.4606, -2.2848, -2.4969)  0.600
H (-0.7691, -1.7721, -1.3054)  0.343
H (-0.4196, -0.5180, -3.4856)  0.429
H (-0.0866, 1.1303, -5.2580)  0.410



- Number 4 is which compound?
  C4H10O4



- E_HOMO of number 6 (C18H20N2O5)?
  -7.6 eV